# 1
{
  "formula": "C6H17Cl3Nb",
  "method": "the ωB97M-V functional and the def2-TZVPD basis",
  "symbols": ["C", "C", "C", "C", "C", "Nb", "H", "H", "H", "H", "H", "H", "H", "H", "H", "H", "H", "H", "H", "H", "H", "H", "C", "Cl", "Cl", "Cl", "H"],
  "xyz": [[1.0477, -1.5012, -0.6334], [1.8149, -0.3376, -1.2260], [1.0740, 0.9908, -1.3309], [0.1776, 1.3804, -0.1563], [0.2771, 2.8709, 0.1977], [-1.9873, 1.0116, -0.7782], [0.4164, -1.9830, -1.3683], [1.7361, -2.2520, -0.2621], [0.4290, -1.2039, 0.1983], [2.7360, -0.1855, -0.6717], [2.0979, -0.6278, -2.2333], [1.8272, 1.7704, -1.4119], [0.5257, 1.0246, -2.2742], [0.4356, 0.8240, 0.7357], [-0.6730, 3.3989, 0.1984], [0.6801, 2.9927, 1.1961], [0.9423, 3.3916, -0.4826], [-1.8445, 0.0055, -2.3263], [-2.2254, 2.4658, -1.9304], [-2.7524, 1.9102, 0.6424], [-1.9173, -0.6054, 0.0660], [-3.7413, 0.4888, -0.8916], [-0.2774, -3.1617, 3.0379], [-1.3471, -2.4066, 1.8811], [0.0979, -4.8400, 2.5941], [1.2153, -2.2333, 3.2280], [-0.7651, -3.1880, 4.0013]],
  "forces_ev_per_angstrom": [[0.13, -0.14, 0.09], [-0.18, -0.10, -0.22], [-0.26, 0.05, 0.16], [-0.65, -0.79, 0.99], [-0.27, -0.06, -0.02], [1.61, 1.67, -0.31], [-0.33, -0.01, -0.15], [0.23, -0.27, 0.06], [-0.20, 0.11, 0.15], [0.18, 0.08, 0.24], [0.37, -0.01, -0.25], [0.26, 0.23, -0.26], [-0.17, -0.02, -0.28], [0.41, -0.23, 0.14], [-0.23, 0.24, -0.13], [0.10, 0.06, 0.33], [0.09, 0.21, -0.25], [-0.73, 0.09, 0.11], [-0.11, -0.22, -0.45], [-0.48, -0.12, -0.27], [-0.11, -0.33, -0.43], [0.37, -0.39, 0.63], [-0.12, -0.04, -0.01], [0.06, 0.01, 0.04], [0.00, -0.02, 0.00], [0.08, 0.03, 0.01], [0.00, -0.03, 0.07]],
  "nbo_charge": [-0.6188, -0.3859, -0.4098, -0.6927, -0.6192, 1.4391, 0.2100, 0.1889, 0.2257, 0.1804, 0.1878, 0.1847, 0.2020, 0.2076, 0.2128, 0.1975, 0.1870, -0.3684, -0.4553, -0.3815, -0.4064, -0.2782, -0.2915, 0.0878, -0.0183, -0.0008, 0.2153],
  "total_charge": -1,
  "multiplicity": 1,
  "gap_ev": 6.868
}

# 2
{
  "formula": "C6H17F6N2O2P3",
  "method": "the ωB97M-V functional and the def2-TZVPD basis",
  "symbols": ["C", "C", "C", "C", "C", "P", "C", "O", "N", "O", "P", "N", "H", "H", "H", "H", "H", "H", "H", "H", "H", "H", "H", "H", "H", "H", "H", "H", "H", "F", "P", "F", "F", "F", "F", "F"],
  "xyz": [[1.3418, 0.3219, 0.6027], [1.8768, 1.4277, -0.3170], [2.7635, 0.8958, -1.4301], [0.7520, 2.3307, -0.7901], [-0.0234, 1.9033, -2.0435], [-1.5397, 0.9173, -1.7566], [-1.4071, -0.8847, -1.9167], [-0.7810, -1.4321, -0.7918], [-0.1593, -2.7007, -1.1803], [0.4249, -3.1501, -0.3061], [-2.6281, 1.2632, 0.1320], [-3.8881, 0.3385, 0.0244], [0.2849, 0.4965, 0.7321], [1.8200, 0.3133, 1.5651], [1.4423, -0.6585, 0.1675], [2.5065, 2.0503, 0.3061], [2.9554, 1.6717, -2.1618], [3.6832, 0.5104, -1.0219], [2.2591, 0.0843, -1.9433], [1.1601, 3.3084, -1.0108], [0.0727, 2.4803, 0.0395], [-0.3752, 2.8069, -2.5234], [0.5600, 1.3723, -2.7859], [-2.4331, 1.2867, -2.7681], [-2.4305, -1.2443, -1.9790], [-0.9018, -1.1357, -2.8450], [-1.7718, 0.9871, 1.2150], [-2.9726, 2.6281, 0.0955], [-3.8984, -0.3488, 0.7717], [-1.4225, -2.3517, 3.7486], [0.1886, -2.5562, 3.4262], [1.6807, -1.8289, 3.3330], [1.0281, -3.9091, 3.8657], [-0.0774, -1.4112, 2.2448], [-0.3440, -3.6236, 2.2732], [0.2535, -2.1592, 5.0285]],
  "forces_ev_per_angstrom": [[0.08, 0.34, -0.73], [0.28, -0.40, 0.58], [-0.70, 0.20, -0.03], [0.34, 0.05, -0.37], [-0.51, -0.23, 0.28], [1.07, 0.40, -0.14], [-0.36, -0.38, 0.28], [-0.10, 0.92, 0.24], [0.59, -0.88, 0.07], [-0.23, 0.24, -0.34], [-1.94, -1.16, 0.83], [0.54, 0.48, -0.02], [-0.32, -0.27, 0.46], [0.07, -0.09, 0.41], [0.08, -0.35, -0.02], [0.14, 0.40, 0.11], [0.38, 0.18, -0.21], [0.35, -0.10, 0.02], [-0.04, -0.33, -0.19], [0.12, 0.31, -0.17], [-0.28, 0.16, 0.24], [-0.31, 0.19, -0.27], [0.33, -0.13, -0.08], [-0.16, -0.07, 0.10], [-0.38, 0.05, -0.13], [0.22, 0.03, -0.26], [0.43, 0.44, -0.27], [0.63, 0.10, -0.12], [-0.10, -0.23, -0.15], [-0.02, -0.66, -0.12], [0.17, -0.42, 0.63], [0.08, -0.68, -0.36], [-0.60, 0.27, 0.43], [-0.60, 0.58, 0.27], [0.44, 0.44, -0.45], [0.29, 0.62, -0.50]],
  "nbo_charge": [-0.5854, -0.2374, -0.6017, -0.3837, -0.7127, 0.8863, -0.3775, -0.4515, 0.3796, -0.1227, 1.0525, -1.2680, 0.1737, 0.2558, 0.2148, 0.2123, 0.1981, 0.2360, 0.1866, 0.2253, 0.2006, 0.2621, 0.2660, 0.0527, 0.2488, 0.2366, 0.0527, -0.0178, 0.4092, -0.5973, 2.6006, -0.5994, -0.5860, -0.6217, -0.5999, -0.5879],
  "total_charge": 0,
  "multiplicity": 1,
  "gap_ev": 9.001
}

# 3
{
  "formula": "C6H17FNO2PTa",
  "method": "the ωB97M-V functional and the def2-TZVPD basis",
  "symbols": ["C", "C", "F", "Ta", "C", "C", "O", "N", "O", "P", "C", "C", "H", "H", "H", "H", "H", "H", "H", "H", "H", "H", "H", "H", "H", "H", "H", "H", "H"],
  "xyz": [[3.6272, 1.3003, 0.2260], [2.7360, 0.4453, -0.6337], [3.5925, -0.5826, -1.1599], [0.7816, -0.4133, 0.2944], [0.5810, -2.0594, -1.2471], [-0.7556, -1.3785, 1.7180], [-2.1183, -0.8695, 1.6013], [-3.0666, -1.7855, 1.8407], [-4.1522, -1.3349, 1.6919], [-0.9190, 1.0694, -0.9166], [-1.6285, 2.4834, 0.0205], [-2.4011, 0.2104, -1.5716], [4.1758, 0.6672, 0.9174], [4.3575, 1.8745, -0.3481], [3.0286, 1.9879, 0.8162], [2.4455, 1.0276, -1.5106], [0.8280, 1.0208, 1.4967], [1.8567, -1.3783, 1.4464], [1.1949, -1.8524, -2.1212], [0.9379, -2.9724, -0.7718], [-0.4496, -2.2095, -1.5662], [-0.4504, -1.2256, 2.7495], [-0.8019, -2.4550, 1.5530], [-1.1659, 2.5119, 0.9985], [-1.4384, 3.4196, -0.4947], [-2.7006, 2.3671, 0.1454], [-2.8517, -0.4528, -0.8432], [-2.1019, -0.3568, -2.4476], [-3.1416, 0.9412, -1.8834]],
  "forces_ev_per_angstrom": [[0.10, 0.20, 0.18], [0.05, -0.35, 0.70], [-0.10, -0.18, -0.18], [0.25, -0.80, -1.11], [-0.36, 1.01, 0.08], [0.63, 0.00, 0.11], [-0.08, 0.37, -0.23], [0.31, -0.24, 0.06], [-0.36, 0.08, 0.00], [0.48, -0.35, 0.71], [-0.04, 0.00, -0.01], [0.04, 0.03, -0.27], [0.01, -0.11, 0.18], [0.11, 0.04, -0.15], [-0.06, 0.14, 0.06], [-0.22, 0.01, -0.17], [-0.16, 0.31, -0.37], [-0.34, 0.26, 0.20], [0.11, -0.04, -0.18], [0.10, -0.12, 0.18], [-0.15, -0.16, -0.11], [-0.02, 0.00, 0.22], [0.04, -0.18, -0.04], [0.08, 0.09, 0.18], [0.00, 0.20, -0.06], [-0.18, -0.07, 0.05], [-0.09, -0.10, 0.17], [-0.05, -0.18, -0.11], [-0.13, 0.12, -0.10]],
  "nbo_charge": [-0.6433, -0.2557, -0.4237, 1.7976, -1.2638, -0.5990, -0.3741, 0.3384, -0.3622, 0.2385, -0.9128, -0.9117, 0.2077, 0.1750, 0.2203, 0.1634, -0.4278, -0.3743, 0.2375, 0.2346, 0.2242, 0.1920, 0.1908, 0.2448, 0.2089, 0.2155, 0.2250, 0.2233, 0.2109],
  "total_charge": -1,
  "multiplicity": 1,
  "gap_ev": 7.201
}